# 1
Density functional theory data (wB97M-V/def2-TZVPD) for a molecular structure, C3FeO.

Calculated values
* energy: -39514.9238 eV
* highest occupied orbital energy (alpha / beta): -21.61 / -21.64 eV
* net charge: +2
* ⟨S²⟩: 6.01
* multiplicity: 5
* Kohn-Sham gap (alpha / beta): 9.0 / 7.7 eV

Last column: Löwdin spin population.
Geometry (Å):
1 Fe 2.712829 -0.092191 -0.218061  3.8880
2 O -1.766686 0.366281 -0.074203  0.0369
3 C -1.163696 -0.788680 0.043953  0.0021
4 C -0.455518 0.548723 0.271622  0.0628
5 C 0.673073 -0.034131 -0.023312  0.0103

Forces on the atoms, in the same order (eV/Å):
-0.70 -0.27 0.13
0.80 -1.38 1.26
-2.06 -1.43 -1.09
4.37 0.85 -1.80
-2.41 2.24 1.50


# 2
Density functional theory data (wB97M-V/def2-TZVPD) for a molecular structure, C3H10AsBF6OSn.

Calculated values
* energy: -88970.5242 eV
* ΔE to the lowest compared entry with this formula, charge and spin: 0.000 eV
* highest occupied orbital energy: -10.16 eV
* Kohn-Sham gap: 9.6 eV

Last column: natural (NBO) charge in e.
Geometry (Å):
1 Sn 0.777963 -1.952251 0.259864  1.5062
2 As -0.256344 -0.323302 2.678103  2.7807
3 F 0.801631 -1.783255 2.462781  -0.6240
4 F -1.431730 -1.115720 1.581857  -0.6068
5 F 0.988549 0.486760 3.749706  -0.5944
6 F 0.527212 0.354333 1.252205  -0.6254
7 F -1.331990 1.081534 2.783962  -0.5977
8 F -1.035168 -1.097949 4.097520  -0.5842
9 O 1.197451 -0.190347 -0.536857  -0.7181
10 C -0.678657 1.282837 -0.852813  -0.7416
11 C 0.818091 0.858683 -1.006318  0.7547
12 C 1.736723 1.798462 -1.684367  -0.7287
13 B -0.959803 -1.903022 -1.378667  -0.8966
14 H 1.641032 1.767221 -2.769703  0.2677
15 H -0.857714 2.357189 -0.810342  0.2370
16 H -1.219558 0.826190 -1.681668  0.2716
17 H -1.647434 -2.008220 -2.203480  0.0880
18 H -1.392750 -1.205421 -0.678559  0.0460
19 H 2.742196 1.461934 -1.431627  0.2429
20 H 1.541240 2.809841 -1.328000  0.2538
21 H 0.004071 -1.514781 -1.669299  -0.0194
22 H -0.838173 -2.853009 -0.881702  0.0199
23 H -1.126838 0.862292 0.047403  0.2684

Forces on the atoms, in the same order (eV/Å):
-0.42 -3.44 -1.26
-1.71 1.92 4.49
-0.54 1.06 1.30
1.39 0.32 0.79
-1.72 -1.45 -1.80
-0.76 -0.01 4.14
1.14 -1.30 -0.24
1.16 0.86 -1.91
2.83 1.48 -3.56
0.76 -0.48 0.05
-2.96 1.98 -0.34
0.74 -0.37 0.32
-0.36 0.02 -0.14
-0.29 -0.02 -0.01
0.43 -0.01 -0.36
-0.01 0.16 -0.24
-2.20 -0.49 -2.95
-1.45 2.50 2.58
0.15 0.33 -0.12
0.07 -0.03 -0.12
3.39 1.07 -1.97
0.19 -4.10 1.70
0.17 0.00 -0.35